Density functional theory data (ωB97M-V/def2-TZVPD) for the molecule C7H7N3S2 at a distorted geometry.

Calculated values
Net charge = 0
Kohn-Sham gap = 0.2954 Eh
Strongest force on any atom = 4.3 eV/A
HOMO = -8.450 eV
SMILES = S=C(S)N/C=N\c1cccnc1
Energy above the lowest of the compared OMol25 structures with the same formula, charge and spin = 2.642 eV
E_LUMO = -0.41 eV

XYZ file:
```
19
C7H7N3S2 ωB97M-V/def2-TZVPD
C 1.76687 0.20202 -1.90971
C 0.42494 0.31012 -1.49706
C 2.71709 -0.06189 -0.97030
C 1.14597 0.14304 0.74782
C 0.05355 0.26275 -0.21877
C -1.70520 -2.46289 1.00438
C -2.18782 0.14931 0.83127
N 2.33238 -0.00281 0.32605
N -1.22904 0.58743 0.13077
N -2.20161 -1.18378 1.36196
S -1.53443 -3.42075 2.26427
S -1.25614 -2.80170 -0.60202
H 1.94821 0.28809 -2.98171
H -0.28167 0.41119 -2.18365
H 3.63428 -0.63482 -1.04111
H 1.09810 0.35840 1.77713
H -2.97735 0.85345 1.22541
H -0.89025 -1.40148 -1.07727
H -2.84687 -1.43953 2.07997
```

=====

Density functional theory data (ωB97M-V/def2-TZVPD) for the ion C7H7N4OS with charge -1 at a distorted geometry.

Calculated values
Net charge = -1
Kohn-Sham gap (spin up / spin down) = 0.1898 / 0.1910 Eh
Strongest force on any atom = 4.3 eV/A
HOMO (spin up / spin down) = -3.756 / -3.777 eV
E_LUMO (spin up / spin down) = 1.41 / 1.42 eV

XYZ file:
```
20
C7H7N4OS ωB97M-V/def2-TZVPD
C 3.22589 2.11406 -2.92579
C 2.45838 1.37149 -0.65888
C 1.25028 0.70851 -0.74999
C 1.46026 -0.17053 1.36680
C 3.20962 1.19759 0.60151
C -1.63228 -0.34869 0.81792
C -0.37608 -0.89047 -0.03225
N 2.96478 2.14878 -1.60672
N 2.56715 0.43165 1.58022
N 3.21515 1.01491 -3.63498
N 0.81456 -0.12686 0.23494
O 4.20084 1.88642 0.81456
S 3.07189 0.92902 -5.29857
H 3.27579 3.13143 -3.31696
H 1.17013 -0.76775 2.27739
H -2.51842 -1.15670 0.81035
H -1.21151 -0.20714 1.77808
H -2.01367 0.51957 0.40478
H -0.13682 -1.79219 0.47360
H -0.56807 -1.13460 -1.07806
```

=====

Density functional theory data (ωB97M-V/def2-TZVPD) for the molecule C7H7N5 at a distorted geometry.

Calculated values
Net charge = 0
Kohn-Sham gap = 0.3115 Eh
Strongest force on any atom = 5.1 eV/A
HOMO = -10.186 eV
SMILES = CC[C@]1(N)N=NC(C#N)=C1C#N
Energy above the lowest of the compared OMol25 structures with the same formula, charge and spin = 2.802 eV
E_LUMO = -1.71 eV

XYZ file:
```
19
C7H7N5 ωB97M-V/def2-TZVPD
C -1.12004 1.75564 0.28574
C -2.88752 -0.63693 -0.63412
C -0.89935 0.41807 0.33189
C -1.63285 -0.69861 -0.03221
C 0.44793 -0.17826 0.87382
C 0.93630 -0.06286 -1.67599
C 1.47160 -0.13215 -0.24390
N -1.09073 2.84734 -0.01214
N -3.86357 -0.36350 -1.12998
N -0.94893 -1.86645 0.39198
N 0.10901 -1.54694 0.94350
N 0.90637 0.50257 2.02754
H 0.37410 -1.02829 -1.98951
H 1.81526 0.01400 -2.29604
H 0.13527 0.68834 -1.86559
H 2.18394 0.73044 0.07795
H 2.03540 -0.94048 -0.24456
H 0.31780 0.48311 2.89481
H 1.71000 0.01497 2.29682
```

=====

Density functional theory data (ωB97M-V/def2-TZVPD) for the molecule C7H7N7O2 at a distorted geometry.

Calculated values
Net charge = 0
Kohn-Sham gap = 0.3197 Eh
Strongest force on any atom = 3.7 eV/A
HOMO = -9.004 eV
SMILES = Nc1c(C(=O)NNC=O)nnc2ccnn12
Energy above the lowest of the compared OMol25 structures with the same formula, charge and spin = 0.000 eV
E_LUMO = -0.30 eV

XYZ file:
```
23
C7H7N7O2 ωB97M-V/def2-TZVPD
O 3.92416 2.74876 3.61046
O 0.94439 2.16111 0.04657
N -0.23930 -1.09919 0.91716
N -0.95430 -2.08528 0.48448
N -1.96479 -1.18597 -2.84518
C 3.30955 1.86186 3.04410
C 0.73075 1.15363 0.68647
C -2.49953 -2.36591 -2.73128
C -2.31151 -2.94777 -1.41426
C -0.06322 0.02632 0.09856
C -1.54739 -2.07336 -0.74476
C -0.51847 0.01545 -1.20472
N -0.28674 1.05668 -2.10984
N -1.32774 -1.02979 -1.63198
N 1.95846 2.06888 2.75160
N 1.12131 1.14051 2.03734
H 3.81838 0.95498 2.71507
H -3.07331 -2.79902 -3.52787
H -2.64593 -3.90608 -1.02749
H -0.87425 1.07082 -2.91880
H 0.06522 1.98450 -1.77329
H 1.58751 2.97707 3.02567
H 0.84674 0.27180 2.51199
```

=====

Density functional theory data (ωB97M-V/def2-TZVPD) for the molecule C7H7NO2 at a distorted geometry.

Calculated values
Net charge = 0
Kohn-Sham gap = 0.3968 Eh
Strongest force on any atom = 4.5 eV/A
HOMO = -10.232 eV
SMILES = [H]/N=C(\O)[C@@](O)(C#C)CC#C
Energy above the lowest of the compared OMol25 structures with the same formula, charge and spin = 5.179 eV
E_LUMO = 0.57 eV

XYZ file:
```
17
C7H7NO2 ωB97M-V/def2-TZVPD
O 0.08091 -0.43292 -1.57528
C 0.41684 -0.22223 -0.22292
C -0.57484 -0.94571 0.73857
C -1.96456 -0.55120 0.50596
C -3.13065 -0.25524 0.36823
C 1.76626 -0.76279 0.01783
C 2.84656 -1.27386 0.19183
C 0.40492 1.28474 0.03917
N 0.77260 1.96211 1.02354
H -0.04236 -1.37929 -1.74211
H -0.47497 -2.02582 0.56354
H -0.28179 -0.74252 1.77826
H -4.15899 0.01950 0.21107
H 3.80940 -1.70227 0.40793
O 0.10529 2.25978 -1.06618
H -0.27097 1.76248 -1.80798
H 0.69634 3.00525 0.56856
```

=====

Density functional theory data (ωB97M-V/def2-TZVPD) for the molecule C7H7NO2S at a distorted geometry.

Calculated values
Net charge = 0
Kohn-Sham gap (spin up / spin down) = 0.3116 / 0.2636 Eh
Strongest force on any atom = 4.5 eV/A
HOMO (spin up / spin down) = -8.285 / -9.854 eV
⟨S²⟩ = 2.046
Energy above the lowest of the compared OMol25 structures with the same formula, charge and spin = 1.441 eV
E_LUMO (spin up / spin down) = 0.19 / -2.68 eV
Multiplicity = 3

XYZ file:
```
18
C7H7NO2S ωB97M-V/def2-TZVPD
C 0.60688 -2.07290 0.23286
C -0.73696 -1.79468 0.32423
C 1.38396 -1.30245 -0.71996
C -1.17018 -0.65328 -0.23213
C -0.57462 2.32527 0.53482
C 0.24092 1.33349 0.28199
C -0.10981 0.40039 -0.91908
N 0.95818 -0.29069 -1.46086
O -3.09772 0.82182 -0.90744
O -3.76910 -1.06368 0.62858
S -2.91444 -0.52308 -0.44868
H 1.08588 -2.65549 0.87410
H -1.47731 -2.42790 0.75203
H 2.30295 -1.70673 -1.09459
H -0.35581 3.07551 1.24584
H -1.55513 2.53206 -0.08670
H 1.18805 1.14361 0.94078
H -0.68022 1.13015 -1.61958
```

=====

Density functional theory data (ωB97M-V/def2-TZVPD) for the molecule C7H7NO3 at a distorted geometry.

Calculated values
Net charge = 0
Kohn-Sham gap = 0.3258 Eh
Strongest force on any atom = 14.4 eV/A
HOMO = -9.029 eV
SMILES = COc1ccc([N+](=O)[O-])cc1
Energy above the lowest of the compared OMol25 structures with the same formula, charge and spin = 8.074 eV
E_LUMO = -0.16 eV

XYZ file:
```
18
C7H7NO3 ωB97M-V/def2-TZVPD
C -3.14960 -0.48753 0.10560
C -0.93100 0.43185 -0.02649
C -0.28803 -0.89790 -0.03512
C 1.07571 -1.06944 -0.07275
C 1.92693 0.15256 -0.00081
C 1.25167 1.34119 0.04785
C -0.06400 1.54956 -0.00213
H -3.22275 -1.47233 -0.58595
H -3.02552 -0.89767 0.88825
H -4.10356 0.03426 0.09993
H -1.19720 -1.67831 0.05583
H 1.37497 -1.89851 -0.03995
H 1.99417 2.20931 -0.16194
H -0.51226 2.36918 -0.33337
N 3.36776 -0.09379 0.11030
O -2.25802 0.60131 -0.05133
O 3.98945 0.95136 0.04941
O 3.77130 -1.14513 -0.04734
```

=====

Density functional theory data (ωB97M-V/def2-TZVPD) for the molecule C7H7NS at a distorted geometry.

Calculated values
Net charge = 0
Kohn-Sham gap = 0.3531 Eh
Strongest force on any atom = 4.8 eV/A
HOMO = -8.959 eV
SMILES = Cc1csc(C)c1C#N
Energy above the lowest of the compared OMol25 structures with the same formula, charge and spin = 0.012 eV
E_LUMO = 0.65 eV

XYZ file:
```
16
C7H7NS ωB97M-V/def2-TZVPD
C 0.99729 -0.65000 -1.39245
C -0.72071 0.14214 1.84493
C 0.23640 -0.07987 -0.36507
C -0.23553 -0.78337 0.94351
C -0.02906 1.25944 -0.39139
C -0.20529 -2.20164 1.15752
C 0.02776 2.16212 -1.51830
N 1.73153 -0.80292 -2.26950
S -0.70468 1.69751 1.16450
H -0.94055 0.01283 2.82541
H 0.68037 -2.68651 0.84593
H -0.49128 -2.50131 2.11243
H -0.80922 -2.76519 0.51617
H -0.90319 2.53315 -1.84742
H 0.80423 3.03350 -1.26766
H 0.56191 1.63012 -2.35861
```